Arrangement 1

Here is a 2-piece molecular cluster, CH6OS overall from the Open Molecules 2025 dataset. Energies are from ωB97M-V/def2-TZVPD.

Calculated values
**SMILES**: CS.O
**Kohn-Sham gap**: 0.36307 hartree

Cartesian coordinates (Å):
C: 0.9441 -0.3454 -0.5458
S: 1.2125 -2.1107 -0.4480
H: 1.8777 0.1950 -0.4450
H: 0.5519 -0.0628 -1.5237
H: 0.2046 -0.0905 0.1896
H: 0.2186 -2.4592 -1.2743
H: -1.6600 1.2055 0.6764
H: -1.3096 2.0307 1.9268
O: -2.0398 1.6372 1.4441

=====

Arrangement 2

Here is a 2-piece molecular cluster, CH6OS overall from the Open Molecules 2025 dataset. Energies are from ωB97M-V/def2-TZVPD.

Calculated values
**SMILES**: CO.S
**Kohn-Sham gap**: 0.38617 hartree

Cartesian coordinates (Å):
S: 2.5994 0.7053 0.6572
H: 2.1901 -0.5642 0.6477
H: 2.1656 0.7424 -0.6260
C: -1.0756 -0.4794 -0.2381
O: -1.1257 0.9266 -0.2781
H: -1.0326 -0.8328 0.8087
H: -1.8491 -1.0305 -0.7592
H: -0.0309 -0.7284 -0.4391
H: -1.8412 1.2610 0.2269

=====

Most stable: arrangement 1

=====

Arrangement 1

Here is a 2-piece molecular cluster, C2H9N3O overall from the Open Molecules 2025 dataset. Energies are from ωB97M-V/def2-TZVPD.

Calculated values
**Total charge**: -1
**Expectation value of S²**: 0.75
**Kohn-Sham gap (alpha / beta)**: 0.10397 / 0.32299 hartree
**2S+1**: 2

Cartesian coordinates (Å):
C: 1.8705 0.8613 -1.2766
N: 1.7707 -0.2460 -0.3168
C: 0.6219 -0.2634 0.5226
N: -0.0593 -1.4672 0.6573
N: 0.0566 0.8868 0.9825
H: 2.0058 1.7346 -0.5896
H: 2.5127 0.5954 -2.1189
H: 0.8852 0.9332 -1.7656
H: 1.9639 -1.1085 -0.7548
H: 0.3525 -2.2708 0.3174
H: -0.5640 -1.7942 1.4574
H: -0.8083 0.4272 1.3100
H: -4.1518 0.3434 0.1040
H: -2.9457 1.0463 0.6141
O: -3.5105 0.3219 0.8571

=====

Arrangement 2

Here is a 2-piece molecular cluster, C2H9N3O overall from the Open Molecules 2025 dataset. Energies are from ωB97M-V/def2-TZVPD.

Calculated values
**Total charge**: -1
**Expectation value of S²**: 0.75
**Kohn-Sham gap (alpha / beta)**: 0.11674 / 0.32935 hartree
**2S+1**: 2

Cartesian coordinates (Å):
C: -1.7992 0.5902 -1.8421
N: -0.4928 0.2376 -1.2744
C: -0.4031 0.1378 0.1083
N: 0.7614 0.6987 0.6008
N: -1.2008 -0.6025 0.7820
H: -2.1901 1.5007 -1.3635
H: -1.6840 0.6452 -2.9126
H: -2.4931 -0.1835 -1.5009
H: 0.3782 0.5515 -1.6639
H: 1.1351 1.5034 0.1128
H: 1.0396 0.5451 1.5558
H: -0.9243 -0.6622 1.7541
H: 3.3395 -1.6960 1.5534
H: 1.8573 -1.4712 1.8400
O: 2.6763 -1.7946 2.2502

=====

Arrangement 3

Here is a 2-piece molecular cluster, C2H9N3O overall from the Open Molecules 2025 dataset. Energies are from ωB97M-V/def2-TZVPD.

Calculated values
**Total charge**: -1
**Expectation value of S²**: 0.75
**Kohn-Sham gap (alpha / beta)**: 0.10029 / 0.35612 hartree
**2S+1**: 2

Cartesian coordinates (Å):
N: 1.6567 0.2401 -0.5530
C: 2.0232 -0.6901 0.3113
N: 1.0638 -1.2087 1.2059
H: -0.0843 0.9835 -0.8927
H: 2.3538 0.1331 -1.3508
H: 2.8555 -1.4009 0.2793
H: 1.3411 -1.3492 2.1696
H: 0.1214 -0.7164 1.1639
N: -1.8470 -0.5731 -0.5717
C: -1.6936 0.8019 0.1246
O: -0.7244 1.5460 -0.5486
H: -2.1642 -1.3719 -0.0443
H: -2.4653 -0.4568 -1.4352
H: -1.4823 0.8551 1.1994
H: -2.7731 1.0770 0.1158

=====

Most stable: arrangement 2

=====

Arrangement 1

Here is one molecule with the formula C21H21N3O6 from the Open Molecules 2025 dataset. Energies are from ωB97M-V/def2-TZVPD.

Calculated values
**SMILES**: COC(=O)c1ccc(N2C(=O)C[C@@H](N3CCN(C(=O)c4ccco4)CC3)C2=O)cc1
**Kohn-Sham gap**: 0.32856 hartree

Cartesian coordinates (Å):
C: 1.5941 6.9776 3.1535
H: 0.9016 6.9534 3.9975
H: 2.6097 7.0925 3.5381
H: 1.3465 7.7922 2.4778
O: 1.4872 5.7839 2.3929
C: 1.7566 4.6470 3.0516
O: 2.0663 4.6177 4.2172
C: 1.6343 3.4459 2.1889
C: 1.2624 3.5325 0.8503
C: 1.1674 2.3894 0.0819
C: 1.4560 1.1506 0.6452
C: 1.8279 1.0558 1.9822
C: 1.9101 2.2005 2.7481
H: 2.1970 2.1513 3.7874
H: 2.0449 0.0935 2.4168
N: 1.3773 -0.0214 -0.1474
C: 1.8123 -0.0809 -1.4644
O: 2.3725 0.8037 -2.0477
C: 1.4438 -1.4586 -2.0148
N: 0.4041 -1.3159 -3.0136
C: -0.6971 -0.4235 -2.7403
H: -0.3169 0.5259 -2.3617
C: -1.7298 -0.9992 -1.7487
N: -1.8607 -2.4215 -1.9761
C: -2.1324 -3.3671 -1.0365
O: -2.0759 -4.5598 -1.3059
C: -2.4766 -2.9491 0.3286
C: -2.5020 -3.7636 1.4347
C: -2.9046 -2.9546 2.5146
C: -3.1046 -1.7118 1.9933
O: -2.8525 -1.6949 0.6798
H: -3.4134 -0.7880 2.4419
H: -3.0273 -3.2524 3.5352
H: -2.2537 -4.8045 1.4476
C: -1.5307 -2.8491 -3.3188
C: -0.0507 -2.5586 -3.6281
H: 0.5685 -3.3846 -3.2759
H: 0.0778 -2.4770 -4.7144
H: -2.1819 -2.3236 -4.0240
H: -1.7291 -3.9199 -3.3815
H: -2.6957 -0.4958 -1.8851
H: -1.4029 -0.8186 -0.7242
H: -1.1761 -0.2207 -3.7024
C: 1.1154 -2.2661 -0.7450
C: 0.8621 -1.2308 0.3201
O: 0.3256 -1.3808 1.3836
H: 1.9753 -2.8615 -0.4294
H: 0.2716 -2.9459 -0.8459
H: 2.3150 -1.8692 -2.5381
H: 0.8846 2.4596 -0.9562
H: 1.0468 4.4961 0.4174

=====

Arrangement 2

Here is one molecule with the formula C21H21N3O6 from the Open Molecules 2025 dataset. Energies are from ωB97M-V/def2-TZVPD.

Calculated values
**SMILES**: COc1cccc(OCc2cc(C(=O)N3CCN(C(=O)c4ccco4)CC3)no2)c1
**Kohn-Sham gap**: 0.32750 hartree

Cartesian coordinates (Å):
C: 2.5824 2.4879 -2.0951
H: 1.9137 1.6963 -1.7411
O: 3.2982 3.0779 -1.0370
C: 4.1130 2.2967 -0.2767
C: 4.7744 2.9378 0.7687
C: 5.6154 2.2171 1.5924
C: 5.8036 0.8618 1.3988
C: 5.1437 0.2184 0.3573
C: 4.3042 0.9347 -0.4871
H: 3.8027 0.4479 -1.3057
O: 5.3883 -1.1270 0.2426
C: 4.6954 -1.8622 -0.7336
C: 3.2178 -1.8764 -0.5009
C: 2.4696 -1.9922 0.6330
C: 1.1294 -1.9012 0.1672
N: 1.1135 -1.7422 -1.1353
O: 2.3960 -1.7235 -1.5561
C: -0.0421 -1.9787 1.0734
O: 0.1381 -2.1060 2.2746
N: -1.2799 -1.9156 0.5363
C: -2.4176 -1.9272 1.4325
C: -3.3764 -0.7923 1.0920
N: -3.8168 -0.9103 -0.2840
C: -4.7729 -0.1522 -0.8798
O: -5.0684 -0.3114 -2.0557
C: -5.4749 0.8742 -0.0954
C: -6.5284 1.6364 -0.5401
C: -6.8731 2.4988 0.5196
C: -6.0069 2.2085 1.5308
O: -5.1616 1.2330 1.1740
H: -5.8956 2.6128 2.5180
H: -7.6524 3.2324 0.5296
H: -6.9809 1.5668 -1.5071
C: -3.0821 -1.8530 -1.1024
C: -1.5832 -1.7134 -0.8669
H: -1.2514 -0.7169 -1.1802
H: -1.0442 -2.4440 -1.4743
H: -3.4089 -2.8765 -0.8879
H: -3.3231 -1.6300 -2.1442
H: -2.8700 0.1685 1.2473
H: -4.2345 -0.8380 1.7685
H: -2.9332 -2.8919 1.3749
H: -2.0333 -1.8045 2.4479
H: 2.7897 -2.1165 1.6444
H: 4.8982 -1.4906 -1.7476
H: 5.0931 -2.8795 -0.6486
H: 6.4514 0.2840 2.0368
H: 6.1281 2.7162 2.4003
H: 4.6114 3.9933 0.9122
H: 1.9879 3.2894 -2.5306
H: 3.2528 2.0824 -2.8599

=====

Most stable: arrangement 1

=====

Arrangement 1

Here is CH3NOP2S as an isolated structure from the Open Molecules 2025 dataset. Energies are from ωB97M-V/def2-TZVPD.

Calculated values
**Kohn-Sham gap**: 0.30218 hartree

Cartesian coordinates (Å):
C: -1.3784 0.8086 0.1252
N: -0.7331 -0.3791 0.5010
O: 0.1160 0.2792 -1.7606
P: -0.9025 1.5505 -1.3580
P: 0.2261 -0.8792 -0.6439
S: 1.2831 -2.3986 -1.0802
H: -2.0785 1.3476 0.7597
H: 1.4703 -0.0388 1.4795
H: 1.9970 -0.2902 1.9772

=====

Arrangement 2

Here is a 2-piece molecular cluster, CH3NOP2S overall from the Open Molecules 2025 dataset. Energies are from ωB97M-V/def2-TZVPD.

Calculated values
**Kohn-Sham gap**: 0.30202 hartree

Cartesian coordinates (Å):
C: -0.5522 0.8084 -0.8728
N: 0.4394 1.4741 -0.4559
O: 0.4696 -1.4649 -0.3405
P: -0.9503 -0.9492 -0.7654
P: 1.5185 -1.0165 0.9230
S: 1.7738 0.9737 0.2964
H: -1.4252 1.2462 -1.4839
H: -1.6561 -0.5555 0.9378
H: 0.3825 -0.5162 1.7613

=====

Arrangement 3

Here is one molecule with the formula CH3NOP2S from the Open Molecules 2025 dataset. Energies are from ωB97M-V/def2-TZVPD.

Calculated values
**Kohn-Sham gap (alpha / beta)**: 0.22712 / 0.23542 hartree

Cartesian coordinates (Å):
C: -0.9704 -0.8139 0.8000
N: 0.0545 -1.5167 0.4878
O: 0.5251 1.5314 0.5253
P: -1.7440 0.4753 -0.1157
P: 1.7668 0.9493 -0.0534
S: 1.2046 -1.0698 -0.5653
H: -1.2779 -0.9801 1.8516
H: -1.2531 0.2571 -1.4514
H: 1.6944 1.1674 -1.4789

=====

Most stable: arrangement 1